Record 1
22
Properties=species:S:1:pos:R:3 method="wB97M-V/def2-TZVPD" orbital_gap_ev="7.22 / 7.30" total_charge=+2 spin_multiplicity=6 energy_ev=-48377.5213 homo_energy_ev="-15.81 / -15.82" s_squared=8.860 e_above_lowest_kcal_mol=0.0
C 0.15696 -1.18417 -3.27168
H 1.04390 -1.73273 2.88274
H 0.26546 0.40061 3.00837
H 0.27395 -3.18525 2.12304
O 0.03667 3.08590 -0.13424
C -1.66259 0.77370 -1.76975
O 0.29596 -2.18362 -2.55115
S -1.17751 -1.30660 2.05373
H -0.25683 -2.66792 3.76035
Sm 0.50655 -0.52781 -1.11156
C -0.81054 0.26192 2.85405
C 0.32294 2.47462 -3.51986
C 2.60496 0.72361 -1.73854
H -1.30119 0.17082 3.82659
C 0.11537 -2.32337 2.78876
C 0.20580 1.98311 -0.43002
H 0.10056 -0.93121 -4.35901
O 0.06403 3.58839 -3.49881
O -0.50239 -1.14557 0.64132
H -1.25232 1.09056 2.28739
O 3.60452 1.25978 -1.92984
O -2.63425 1.37522 -1.91188

=====

Record 2
15
Properties=species:S:1:pos:R:3 method="wB97M-V/def2-TZVPD" orbital_gap_ev=9.06 total_charge=0 energy_ev=-7385.9546 homo_energy_ev=-8.01 e_above_lowest_kcal_mol=64.4 smiles="C=C1C=CCC=C1"
C 1.80027 0.09086 0.03394
C -0.20316 -1.20291 -0.17509
C -1.10331 -0.04071 -0.12901
H -3.09827 -1.08590 0.16283
H 1.71507 -2.07602 0.30453
C 0.92299 1.29781 0.05737
H -3.05898 0.77538 0.37697
C -0.44529 1.35388 -0.12891
H -0.64551 -2.22149 -0.30005
H 2.38998 -0.06838 0.99241
H 2.39939 -0.01764 -0.83229
C -2.45028 -0.11787 0.08163
H -0.89784 2.30212 -0.21354
H 1.52591 2.16459 -0.20801
C 1.14902 -1.15371 -0.02277

=====

Record 3
15
Properties=species:S:1:pos:R:3 method="wB97M-V/def2-TZVPD" orbital_gap_ev="7.79 / 8.05" total_charge=0 energy_ev=-7381.0796 homo_energy_ev="-8.75 / -7.79" e_above_lowest_kcal_mol=176.8
C -1.49432 -0.23261 -0.48642
C 0.50711 2.15129 1.25357
C -0.23449 -0.76090 -0.34985
H 0.70162 -2.47331 0.46234
C -2.54607 0.34725 -0.58465
C 1.71141 -0.41383 -2.09453
H 0.39180 1.15824 1.67706
H 0.78314 -0.94378 1.37460
H 1.33148 2.58662 0.89251
H -0.72190 -2.03412 1.18389
C 0.14993 -1.64222 0.77782
C 0.75772 -0.52128 -1.35069
H -3.56458 0.42682 -0.85955
H 2.59289 -0.35312 -2.78915
H -0.36576 2.70496 0.89303

=====

Record 4
15
Properties=species:S:1:pos:R:3 method="wB97M-V/def2-TZVPD" orbital_gap_ev=9.61 total_charge=0 energy_ev=-7384.4139 homo_energy_ev=-8.70 e_above_lowest_kcal_mol=99.9 smiles="C#CCC(C)=C=C"
H 2.41993 0.08735 2.74120
C -1.91559 -0.35023 -0.60949
H -0.50527 -1.93144 -0.65808
C 0.96103 0.57506 -1.21774
C 1.51035 0.46891 2.30064
H 0.58612 0.66745 2.82374
H 1.99931 0.88115 -1.04533
C -0.74324 -1.05330 -0.04704
C -2.84151 0.26869 -1.07282
H 0.95560 -0.13306 -2.05546
H 0.35782 1.44454 -1.48814
C 0.45039 -0.11326 0.01748
H -3.64965 0.83032 -1.49524
C 1.08072 0.10468 1.13161
H -0.99463 -1.42104 0.95671

=====

Record 5
15
Properties=species:S:1:pos:R:3 method="wB97M-V/def2-TZVPD" orbital_gap_ev=9.38 total_charge=0 energy_ev=-7381.9005 homo_energy_ev=-9.43 e_above_lowest_kcal_mol=157.9
H 1.63639 -0.12706 -1.65508
C 1.20590 -0.49552 1.13745
C -1.14480 -0.64448 0.26840
C 0.26825 -0.26619 -0.02342
C -1.34458 1.93188 0.10490
H -0.04340 -0.49424 -2.14298
H 1.42014 -1.56353 1.19908
H 0.74354 -0.17485 2.07561
H -2.22494 1.37293 0.30877
H 2.12769 0.06569 0.96976
C -0.55859 0.88762 0.04248
H 0.94477 -1.75543 -1.37631
C 0.73371 -0.68519 -1.39709
C -2.33257 -1.01949 0.51990
H -1.38839 3.01214 0.02893

=====

Record 6
15
Properties=species:S:1:pos:R:3 method="wB97M-V/def2-TZVPD" orbital_gap_ev=10.35 total_charge=0 energy_ev=-7384.4800 homo_energy_ev=-9.47 e_above_lowest_kcal_mol=98.4 smiles=C#CC(C)(C)C#C
H 2.07757 -0.99685 -0.22070
H -0.95002 -0.63222 1.98248
H 0.72638 -1.21727 1.90374
H -2.65690 1.37826 -1.78740
H -0.55226 -2.07149 1.01905
C 0.44536 1.18825 0.42748
H 0.38200 3.45443 0.38630
C -1.14690 0.08520 -0.70072
C -0.19750 -1.08288 1.33059
H 1.35378 -0.25864 -1.66952
C 1.14993 -0.87274 -0.78916
C 0.47097 2.39240 0.44945
H 0.80810 -1.85935 -1.11978
C 0.07450 -0.21218 0.09213
C -1.98501 0.70508 -1.30396

=====

Calculated values (eV Å⁻¹) of max |F| for the records, taken in order: 6.0; 5.3; 3.8; 1.8; 2.1; 0.6.